# 1
This record from the OMol25 dataset describes a molecular structure, C64H58BClF4N4O2SSb2Y. The level of theory is wB97M-V/def2-TZVPD.

```
! RIJCOSX wB97M-V def2-TZVPD def2/J DEFGRID3
* xyz -1 1
Y -0.69 -0.69 -0.75
C -0.05 3.13 -0.98
C 1.08 3.67 -0.09
C 1.70 2.75 0.97
Sb 0.47 2.50 2.73
C 0.99 4.35 3.72
C 1.18 5.56 3.06
C 1.42 6.74 3.76
C 1.47 6.73 5.14
C 1.29 5.54 5.82
C 1.05 4.36 5.12
C 1.64 1.32 4.05
C 3.02 1.20 3.95
C 3.73 0.39 4.82
C 3.06 -0.31 5.82
C 1.68 -0.20 5.93
C 0.97 0.61 5.05
Sb -1.92 2.57 0.01
C -2.05 4.43 1.04
C -1.63 5.62 0.45
C -1.71 6.83 1.14
C -2.21 6.86 2.44
C -2.65 5.68 3.03
C -2.57 4.48 2.34
C -3.42 3.06 -1.47
C -3.89 2.02 -2.27
C -4.95 2.21 -3.16
C -5.56 3.45 -3.24
C -5.12 4.49 -2.44
C -4.06 4.30 -1.56
H 0.32 2.26 -1.53
H -0.28 3.88 -1.74
H 0.75 4.60 0.37
H 1.89 3.95 -0.77
H 2.65 3.18 1.29
H 1.92 1.76 0.57
H 1.14 5.61 1.97
H 1.56 7.67 3.21
H 1.66 7.65 5.69
H 1.33 5.51 6.91
H 0.93 3.44 5.67
H 3.56 1.72 3.16
H 4.80 0.29 4.72
H 3.61 -0.96 6.50
H 1.14 -0.76 6.69
H -0.11 0.66 5.12
H -1.23 5.62 -0.56
H -1.36 7.74 0.67
H -2.25 7.79 2.98
H -3.03 5.70 4.05
H -2.89 3.56 2.82
H -3.46 1.03 -2.20
H -5.29 1.38 -3.76
H -6.39 3.61 -3.92
H -5.60 5.46 -2.48
H -3.74 5.12 -0.93
S 0.91 -0.62 1.48
C 0.46 -1.91 2.58
C 1.26 -3.06 2.66
C 0.92 -4.07 3.53
C -0.22 -3.92 4.32
C -0.95 -2.76 4.18
N -0.64 -1.77 3.34
H 2.12 -3.14 2.01
H 1.52 -4.97 3.59
H -0.53 -4.69 5.02
H -1.85 -2.61 4.78
N -2.33 -0.83 1.28
C -3.59 -0.19 1.25
C -3.90 0.75 2.24
C -5.07 1.48 2.18
C -5.97 1.27 1.14
C -5.66 0.33 0.17
C -4.48 -0.41 0.19
C -4.17 -1.38 -0.89
C -5.18 -2.26 -1.29
C -4.97 -3.15 -2.33
C -3.75 -3.14 -2.99
C -2.76 -2.26 -2.58
C -2.90 -1.36 -1.51
H -1.83 -0.72 2.16
H -2.39 -1.82 1.08
H -3.18 0.91 3.04
H -5.29 2.21 2.95
H -6.88 1.85 1.07
H -6.34 0.18 -0.67
H -6.13 -2.26 -0.76
H -5.75 -3.85 -2.62
H -3.57 -3.82 -3.82
H -1.82 -2.28 -3.14
Cl 1.33 -1.21 -6.36
C 0.42 -0.13 -5.36
C 0.01 1.10 -5.84
C -0.71 1.91 -4.98
C -0.98 1.46 -3.70
N -0.58 0.27 -3.24
C 0.11 -0.52 -4.07
H 0.26 1.41 -6.84
H -1.06 2.88 -5.28
H -1.53 2.09 -3.02
H 0.45 -1.47 -3.69
C 7.39 -5.06 -2.69
C 6.07 -4.74 -3.34
C 5.98 -4.62 -4.72
C 4.78 -4.29 -5.33
C 3.65 -4.11 -4.55
C 3.72 -4.23 -3.17
N 2.55 -4.00 -2.41
C 1.88 -4.96 -1.70
C 2.36 -6.28 -1.64
C 1.73 -7.24 -0.87
C 0.60 -6.93 -0.12
C 0.10 -5.64 -0.18
C 0.70 -4.66 -0.97
C 0.08 -3.32 -0.98
O -0.76 -2.99 -0.09
O 0.41 -2.47 -1.87
C 4.94 -4.52 -2.54
C 5.05 -4.57 -1.04
H 8.14 -5.29 -3.45
H 7.32 -5.92 -2.02
H 7.76 -4.22 -2.10
H 6.87 -4.79 -5.32
H 4.72 -4.19 -6.41
H 2.69 -3.86 -5.00
H 2.06 -3.12 -2.53
H 3.24 -6.55 -2.22
H 2.13 -8.24 -0.86
H 0.12 -7.68 0.49
H -0.78 -5.36 0.38
H 4.15 -4.19 -0.57
H 5.89 -3.96 -0.70
H 5.22 -5.59 -0.68
F 2.93 -0.46 -3.04
B 2.56 0.61 -2.22
F 1.46 0.09 -1.36
F 3.57 1.01 -1.37
F 2.04 1.68 -2.96
*
```

Values from the calculation:
Frontier orbital gap ... 7.65 eV
HOMO energy ... -5.334 eV

Atomic partial charges in e from the Löwdin method, atoms 1 to 99: number 1, Y, carries 1.323; number 2, C, carries -0.377; number 3, C, carries -0.347; number 4, C, carries -0.374; number 5, Sb, carries 1.419; number 6, C, carries -0.357; number 7, C, carries -0.130; number 8, C, carries -0.103; number 9, C, carries -0.111; number 10, C, carries -0.102; number 11, C, carries -0.135; number 12, C, carries -0.450; number 13, C, carries -0.121; number 14, C, carries -0.092; number 15, C, carries -0.102; number 16, C, carries -0.098; number 17, C, carries -0.173; number 18, Sb, carries 1.474; number 19, C, carries -0.410; number 20, C, carries -0.157; number 21, C, carries -0.090; number 22, C, carries -0.096; number 23, C, carries -0.083; number 24, C, carries -0.156; number 25, C, carries -0.358; number 26, C, carries -0.166; number 27, C, carries -0.081; number 28, C, carries -0.099; number 29, C, carries -0.097; number 30, C, carries -0.117; number 31, H, carries 0.005; number 32, H, carries 0.059; number 33, H, carries 0.047; number 34, H, carries 0.114; number 35, H, carries 0.060; number 36, H, carries 0.008; number 37, H, carries 0.076; number 38, H, carries 0.097; number 39, H, carries 0.092; number 40, H, carries 0.096; number 41, H, carries 0.085; number 42, H, carries 0.099; number 43, H, carries 0.097; number 44, H, carries 0.094; number 45, H, carries 0.097; number 46, H, carries 0.086; number 47, H, carries 0.100; number 48, H, carries 0.102; number 49, H, carries 0.100; number 50, H, carries 0.103; number 51, H, carries 0.074; number 52, H, carries 0.064; number 53, H, carries 0.106; number 54, H, carries 0.096; number 55, H, carries 0.096; number 56, H, carries 0.080; number 57, S, carries 0.596; number 58, C, carries -0.710; number 59, C, carries -0.103; number 60, C, carries -0.081; number 61, C, carries -0.092; number 62, C, carries -0.155; number 63, N, carries 0.017; number 64, H, carries 0.098; number 65, H, carries 0.103; number 66, H, carries 0.090; number 67, H, carries 0.101; number 68, N, carries 0.025; number 69, C, carries -0.306; number 70, C, carries -0.085; number 71, C, carries -0.110; number 72, C, carries -0.096; number 73, C, carries -0.047; number 74, C, carries -0.156; number 75, C, carries -0.229; number 76, C, carries -0.058; number 77, C, carries -0.107; number 78, C, carries -0.102; number 79, C, carries -0.150; number 80, C, carries -0.187; number 81, H, carries 0.035; number 82, H, carries 0.088; number 83, H, carries 0.106; number 84, H, carries 0.097; number 85, H, carries 0.096; number 86, H, carries 0.112; number 87, H, carries 0.104; number 88, H, carries 0.091; number 89, H, carries 0.093; number 90, H, carries 0.068; number 91, Cl, carries 0.692; number 92, C, carries -0.626; number 93, C, carries -0.075; number 94, C, carries -0.032; number 95, C, carries -0.133; number 96, N, carries 0.044; number 97, C, carries -0.163; number 98, H, carries 0.110; number 99, H, carries 0.112

# 2
This record from the OMol25 dataset describes a gas-phase ion, C22H32NO3 (charge +1). The level of theory is wB97M-V/def2-TZVPD.

```
! RIJCOSX wB97M-V def2-TZVPD def2/J DEFGRID3
* xyz 1 1
C -2.83 4.01 -2.00
H -3.15 4.25 -3.01
H -2.00 4.65 -1.73
H -3.66 4.21 -1.32
C -2.40 2.55 -1.93
C -1.19 2.29 -2.82
H -0.34 2.84 -2.45
H -1.41 2.62 -3.84
H -0.95 1.23 -2.86
H -3.23 1.90 -2.24
O -2.01 2.20 -0.59
C -3.07 1.87 0.31
C -3.24 0.35 0.43
H -3.42 -0.08 -0.55
H -4.11 0.14 1.05
C -2.01 -0.28 1.09
N -0.79 -0.01 0.27
C -0.59 -1.01 -0.81
H 0.12 -0.60 -1.53
H -1.54 -1.17 -1.31
C -0.06 -2.38 -0.35
C 0.20 -3.20 -1.61
C 1.47 -3.25 -2.16
C 1.69 -4.00 -3.31
C 0.65 -4.69 -3.90
C -0.62 -4.64 -3.35
C -0.85 -3.89 -2.20
H -1.83 -3.86 -1.77
H -1.43 -5.18 -3.80
H 0.82 -5.27 -4.79
H 2.68 -4.04 -3.74
H 2.28 -2.72 -1.70
O -1.01 -2.97 0.50
H -0.82 -3.92 0.58
H 0.90 -2.25 0.18
H -1.03 0.91 -0.20
C 0.42 0.21 1.09
H 1.30 0.11 0.45
H 0.45 -0.54 1.88
C 0.46 1.62 1.72
C 1.85 1.84 2.28
C 2.80 2.53 1.54
C 4.07 2.73 2.06
C 4.40 2.23 3.31
C 3.45 1.54 4.05
C 2.18 1.34 3.53
H 1.44 0.80 4.11
H 3.70 1.15 5.02
H 5.39 2.39 3.71
H 4.81 3.27 1.48
H 2.55 2.93 0.57
O -0.54 1.70 2.71
H -0.33 2.42 3.32
H 0.26 2.36 0.93
H -1.86 0.18 2.06
H -2.13 -1.35 1.20
H -2.79 2.29 1.28
H -4.00 2.33 -0.01
*
```

Values from the calculation:
SMILES ... CC(C)OCCC[NH+](C[C@@H](O)c1ccccc1)C[C@@H](O)c1ccccc1
Frontier orbital gap ... 10.10 eV
HOMO energy ... -12.035 eV

Partial charges, Löwdin, in e: number 1, C, carries -0.028; number 2, H, carries 0.090; number 3, H, carries 0.091; number 4, H, carries 0.078; number 5, C, carries -0.423; number 6, C, carries -0.027; number 7, H, carries 0.090; number 8, H, carries 0.091; number 9, H, carries 0.066; number 10, H, carries 0.149; number 11, O, carries -0.184; number 12, C, carries -0.170; number 13, C, carries -0.108; number 14, H, carries 0.119; number 15, H, carries 0.133; number 16, C, carries -0.101; number 17, N, carries -0.071; number 18, C, carries -0.052; number 19, H, carries 0.145; number 20, H, carries 0.146; number 21, C, carries -0.321; number 22, C, carries -0.201; number 23, C, carries -0.034; number 24, C, carries -0.066; number 25, C, carries -0.069; number 26, C, carries -0.063; number 27, C, carries -0.033; number 28, H, carries 0.119; number 29, H, carries 0.110; number 30, H, carries 0.110; number 31, H, carries 0.110; number 32, H, carries 0.116; number 33, O, carries -0.020; number 34, H, carries 0.121; number 35, H, carries 0.146; number 36, H, carries 0.133; number 37, C, carries -0.045; number 38, H, carries 0.149; number 39, H, carries 0.157; number 40, C, carries -0.310; number 41, C, carries -0.199; number 42, C, carries -0.034; number 43, C, carries -0.066; number 44, C, carries -0.069; number 45, C, carries -0.062; number 46, C, carries -0.032; number 47, H, carries 0.120; number 48, H, carries 0.110; number 49, H, carries 0.110; number 50, H, carries 0.109; number 51, H, carries 0.115; number 52, O, carries -0.023; number 53, H, carries 0.120; number 54, H, carries 0.151; number 55, H, carries 0.124; number 56, H, carries 0.123; number 57, H, carries 0.131; number 58, H, carries 0.129

# 3
This record from the OMol25 dataset describes 2 unconnected molecules or ions with the total composition C9H14. The level of theory is wB97M-V/def2-TZVPD.

```
! RIJCOSX wB97M-V def2-TZVPD def2/J DEFGRID3
* xyz 0 1
C -1.75 -0.46 1.31
C -3.04 -1.24 1.65
H -1.36 0.01 2.21
H -0.95 -1.14 0.99
H -1.85 0.27 0.51
H -3.67 -1.37 0.77
H -3.59 -0.61 2.34
H -2.81 -2.19 2.11
C 1.91 1.87 0.77
C 1.00 -1.35 -1.01
C 0.63 -0.90 -2.26
C 1.45 -0.46 -0.04
C 1.50 0.90 -0.30
C 0.67 0.47 -2.53
C 1.11 1.36 -1.56
H 1.00 -2.41 -0.77
H 0.41 -1.58 -3.07
H 1.78 -0.86 0.91
H 0.42 0.83 -3.52
H 2.33 2.80 0.40
H 2.59 1.46 1.52
H 1.20 2.42 -1.72
H 1.01 2.18 1.31
*
```

Values from the calculation:
SMILES ... Cc1ccccc1.CC
Frontier orbital gap ... 10.03 eV
HOMO energy ... -9.024 eV

Partial charges, Löwdin, in e: number 1, C, carries -0.168; number 2, C, carries -0.159; number 3, H, carries 0.062; number 4, H, carries 0.035; number 5, H, carries 0.066; number 6, H, carries 0.059; number 7, H, carries 0.057; number 8, H, carries 0.057; number 9, C, carries -0.056; number 10, C, carries -0.103; number 11, C, carries -0.098; number 12, C, carries -0.080; number 13, C, carries -0.288; number 14, C, carries -0.091; number 15, C, carries -0.054; number 16, H, carries 0.103; number 17, H, carries 0.099; number 18, H, carries 0.114; number 19, H, carries 0.101; number 20, H, carries 0.077; number 21, H, carries 0.075; number 22, H, carries 0.107; number 23, H, carries 0.083

# 4
This record from the OMol25 dataset describes a gas-phase ion, C4H10N2 (charge -1). The level of theory is wB97M-V/def2-TZVPD.

```
! RIJCOSX wB97M-V def2-TZVPD def2/J DEFGRID3
* xyz -1 2
C -1.45 -1.01 -1.17
C -0.31 -1.29 -0.22
C 0.38 -0.08 0.39
C -0.27 1.04 0.71
N 0.33 2.35 0.94
N 1.72 -0.30 0.74
H -2.28 -1.70 -1.01
H -1.12 -1.03 -2.21
H -1.75 0.03 -1.07
H 0.53 -1.86 -0.63
H -0.57 -2.00 0.59
H -1.35 1.10 0.65
H 1.30 2.31 1.23
H 0.38 2.79 0.01
H 2.24 0.54 0.96
H 2.22 -0.90 0.10
*
```

Values from the calculation:
Frontier orbital gap (spin up / spin down) ... 2.97 / 7.74 eV
HOMO energy (spin up / spin down) ... 1.337 / -3.614 eV
Expectation value of S² ... 0.750

Partial charges, Löwdin, in e: number 1, C, carries -0.163; number 2, C, carries -0.286; number 3, C, carries -0.524; number 4, C, carries -0.271; number 5, N, carries -0.070; number 6, N, carries -0.011; number 7, H, carries 0.057; number 8, H, carries 0.051; number 9, H, carries 0.042; number 10, H, carries 0.062; number 11, H, carries 0.096; number 12, H, carries 0.078; number 13, H, carries -0.024; number 14, H, carries 0.006; number 15, H, carries -0.026; number 16, H, carries -0.018

# 5
This record from the OMol25 dataset describes a molecular structure, C16H24Br2N3O2PTi. The level of theory is wB97M-V/def2-TZVPD.

```
! RIJCOSX wB97M-V def2-TZVPD def2/J DEFGRID3
* xyz 4 1
Ti -0.17 -0.05 0.22
Br 2.09 2.94 -2.83
C 2.85 1.76 -1.59
C 4.24 1.65 -1.44
C 4.79 0.77 -0.53
Br 6.64 0.65 -0.35
C 3.94 -0.06 0.29
C 4.38 -1.03 1.20
C 3.45 -1.78 1.92
C 2.10 -1.56 1.75
N 1.63 -0.64 0.88
C 2.55 0.10 0.14
C 2.01 1.00 -0.79
O 0.64 1.01 -0.85
H 4.89 2.26 -2.05
H 5.44 -1.21 1.34
H 3.78 -2.54 2.61
H 1.38 -2.13 2.32
C -1.70 -0.32 -2.95
P -1.74 -1.76 -1.87
C -0.43 -2.91 -2.25
C -3.35 -2.52 -1.81
O -1.39 -1.17 -0.39
H -2.04 -0.61 -3.95
H -0.68 0.07 -3.04
H -2.37 0.45 -2.57
H -0.56 -3.29 -3.27
H -0.48 -3.76 -1.56
H 0.54 -2.42 -2.19
H -3.56 -2.95 -2.80
H -4.12 -1.78 -1.58
H -3.36 -3.32 -1.07
N -2.22 3.26 3.39
C -1.68 3.77 2.09
C -0.68 2.79 1.48
N -1.29 1.43 1.26
C -1.81 0.93 2.59
C -2.82 1.90 3.21
H -2.93 3.90 3.75
H -1.48 3.24 4.10
H -1.20 4.74 2.25
H -2.52 3.94 1.42
H 0.19 2.67 2.13
H -0.33 3.20 0.53
H -2.10 1.58 0.65
H -0.95 0.81 3.25
H -2.30 -0.03 2.46
H -3.15 1.51 4.18
H -3.70 2.00 2.58
*
```

Values from the calculation:
Frontier orbital gap ... 5.38 eV
HOMO energy ... -19.515 eV

Partial charges, Löwdin, in e: number 1, Ti, carries 1.239; number 2, Br, carries 0.957; number 3, C, carries -0.570; number 4, C, carries -0.098; number 5, C, carries -0.568; number 6, Br, carries 0.995; number 7, C, carries -0.145; number 8, C, carries 0.088; number 9, C, carries 0.033; number 10, C, carries -0.038; number 11, N, carries -0.026; number 12, C, carries -0.140; number 13, C, carries -0.321; number 14, O, carries -0.155; number 15, H, carries 0.131; number 16, H, carries 0.123; number 17, H, carries 0.147; number 18, H, carries 0.142; number 19, C, carries -0.123; number 20, P, carries 0.778; number 21, C, carries -0.115; number 22, C, carries -0.112; number 23, O, carries -0.417; number 24, H, carries 0.102; number 25, H, carries 0.064; number 26, H, carries 0.082; number 27, H, carries 0.102; number 28, H, carries 0.092; number 29, H, carries 0.073; number 30, H, carries 0.103; number 31, H, carries 0.087; number 32, H, carries 0.092; number 33, N, carries 0.091; number 34, C, carries -0.057; number 35, C, carries -0.120; number 36, N, carries -0.126; number 37, C, carries -0.125; number 38, C, carries -0.059; number 39, H, carries 0.212; number 40, H, carries 0.204; number 41, H, carries 0.165; number 42, H, carries 0.158; number 43, H, carries 0.149; number 44, H, carries 0.143; number 45, H, carries 0.150; number 46, H, carries 0.146; number 47, H, carries 0.144; number 48, H, carries 0.165; number 49, H, carries 0.158

DFT total energy across the listed records, respectively: -4645.1614; -1137.7687; -351.3226; -267.8330; -7276.3046 hartree.